Entry 1:
{"formula": "C3H5NS", "method": "the ωB97M-V functional and the def2-TZVPD basis", "relative_energy_kcal_mol": 127.3, "total_charge": 0, "total_energy_ha": -570.03163, "orbital_gap_ev": 6.17, "symbols": ["C", "C", "C", "H", "H", "H", "H", "H", "N", "S"], "coordinates": [[0.2469, -0.2283, 0.6219], [-0.2326, -0.4393, -0.6386], [-1.4952, -0.1189, -1.1063], [1.5296, 1.3699, 2.4024], [2.3944, 0.1717, 0.6839], [-0.4221, -0.2030, 1.3452], [0.4301, -0.8037, -1.5869], [-2.1853, 0.0315, -0.2687], [1.5060, -0.0348, 1.2081], [-1.7717, 0.2548, -2.6610]], "forces_ev_per_a": [[3.53, 0.88, -2.36], [4.82, -1.81, -2.68], [-1.41, 0.51, 0.92], [-0.24, -3.11, -2.88], [-1.76, -0.14, 0.19], [-3.45, 0.58, 3.24], [-0.87, 1.32, 2.63], [-0.60, 0.13, -0.51], [0.49, 1.81, 1.44], [-0.51, -0.17, 0.00]]}

Entry 2:
{"formula": "C3H5NS", "method": "the ωB97M-V functional and the def2-TZVPD basis", "relative_energy_kcal_mol": 66.5, "smiles": "C=CNC=S", "total_charge": 0, "total_energy_ha": -570.12856, "orbital_gap_ev": 8.92, "symbols": ["C", "C", "N", "C", "S", "H", "H", "H", "H", "H"], "coordinates": [[-0.9539, -1.3149, -0.2614], [-0.9933, 0.0299, 0.0777], [0.0663, 0.7857, -0.2811], [1.3675, 0.5572, -0.1174], [2.4425, -0.5801, -0.0288], [0.2302, -1.5934, -0.2164], [-1.8525, -1.9542, 0.2633], [-2.0300, 0.6294, 0.5422], [-0.0896, 1.8327, -0.0503], [1.8129, 1.6076, 0.0724]], "forces_ev_per_a": [[0.19, 0.61, 4.10], [-4.59, -2.70, -0.38], [-0.79, 4.95, 1.43], [1.76, 4.55, 0.68], [0.86, -2.62, -0.06], [-3.13, -0.37, -0.86], [2.62, 1.28, -1.75], [3.36, -1.76, -1.67], [0.09, -2.53, -0.88], [-0.38, -1.42, -0.61]]}

Entry 3:
{"formula": "C3H5NS", "method": "the ωB97M-V functional and the def2-TZVPD basis", "relative_energy_kcal_mol": 50.4, "smiles": "S=CN1CC1", "total_charge": 0, "total_energy_ha": -570.15423, "orbital_gap_ev": 8.59, "symbols": ["S", "C", "N", "C", "C", "H", "H", "H", "H", "H"], "coordinates": [[-2.5682, -0.2822, 0.0355], [-1.2924, 0.8512, -0.2496], [-0.0522, 0.3222, -0.5163], [0.3735, -0.9943, -0.2266], [1.2263, 0.1197, 0.3157], [-1.2949, 1.9480, -0.1415], [-0.4181, -1.3506, 0.6120], [0.7661, -1.6320, -1.0175], [1.1058, 0.5307, 1.3903], [2.1542, 0.4874, -0.2020]], "forces_ev_per_a": [[1.43, 2.53, -0.64], [-0.21, -2.88, 1.01], [0.85, 0.96, -0.41], [-1.85, -0.24, 3.10], [-0.80, 2.40, 0.21], [-0.32, -0.61, -0.11], [2.13, -0.32, -2.13], [-0.41, 0.02, 0.24], [0.25, -1.21, -1.79], [-1.07, -0.66, 0.53]]}

Entry 4:
{"formula": "C3H5NS", "method": "the ωB97M-V functional and the def2-TZVPD basis", "relative_energy_kcal_mol": 86.7, "total_charge": 0, "total_energy_ha": -570.09641, "orbital_gap_ev": 8.66, "symbols": ["C", "C", "C", "N", "S", "H", "H", "H", "H", "H"], "coordinates": [[3.3264, -0.4106, 0.4990], [-0.6290, 0.5540, 0.1078], [0.4162, -0.4779, 0.3629], [3.6537, -0.3067, -0.5623], [0.3294, -2.0722, -0.0279], [-0.8550, 1.1444, 0.8937], [-0.1544, 1.2693, -0.5870], [-1.6248, 0.3088, -0.3467], [3.1798, -0.2815, 1.6158], [-0.5433, -2.5307, -1.0140]], "forces_ev_per_a": [[-0.93, 0.56, 6.44], [0.19, -1.51, -3.94], [-1.62, -0.48, 0.58], [1.13, 0.07, -4.30], [1.12, 0.05, -0.17], [-0.24, 1.69, 3.14], [-0.01, -0.15, -0.01], [0.86, -0.44, 0.10], [0.00, -0.60, -2.21], [-0.51, 0.80, 0.37]]}

Entry 5:
{"formula": "C3H5NS", "method": "the ωB97M-V functional and the def2-TZVPD basis", "relative_energy_kcal_mol": 89.7, "total_charge": 0, "total_energy_ha": -570.09166, "orbital_gap_ev": 8.27, "symbols": ["C", "C", "C", "H", "H", "H", "H", "H", "N", "S"], "coordinates": [[-0.7848, 1.1645, -0.1164], [0.3095, -0.7986, -0.6280], [0.8260, -0.5464, 0.6805], [-1.7913, 0.2973, -0.4018], [-0.7047, -0.9765, -0.7069], [0.7672, -1.2657, -1.5978], [0.2288, -0.7085, 1.6034], [1.9966, -0.5713, 0.7610], [0.5483, 0.7268, -0.0501], [-1.3955, 2.6785, 0.4561]], "forces_ev_per_a": [[-4.08, 1.22, 2.16], [2.28, -0.25, -2.27], [2.55, 0.49, 1.33], [3.17, 2.83, 0.73], [-1.68, -0.40, 0.10], [0.19, 1.42, 2.24], [0.59, -0.12, -0.75], [-2.50, -0.29, 0.34], [-2.21, -1.86, -2.40], [1.69, -3.04, -1.48]]}

Entry 6:
{"formula": "C3H5NS", "method": "the ωB97M-V functional and the def2-TZVPD basis", "relative_energy_kcal_mol": 60.9, "smiles": "S=CN1CC1", "total_charge": 0, "total_energy_ha": -570.13755, "orbital_gap_ev": 8.81, "symbols": ["S", "C", "N", "C", "C", "H", "H", "H", "H", "H"], "coordinates": [[2.9884, -0.1115, -0.2589], [1.4115, 0.0558, 0.1435], [0.2741, -0.1450, -0.7393], [-0.6784, 0.6537, -0.2278], [-0.8630, -0.7825, -0.0026], [1.0381, 0.4276, 1.2082], [-0.5096, 1.2565, 0.7225], [-1.4775, 1.1085, -0.9736], [-0.6850, -1.2388, 0.9707], [-1.4986, -1.2242, -0.8426]], "forces_ev_per_a": [[-1.75, 0.17, 0.46], [0.69, -0.21, 0.66], [4.44, -1.48, 0.17], [-6.28, 4.08, 1.04], [-0.75, -0.67, -2.09], [1.17, -0.88, -1.84], [-0.15, -0.42, -1.58], [1.99, -0.53, 1.58], [-0.13, 0.02, -0.43], [0.77, -0.07, 2.02]]}

Entry 7:
{"formula": "C3H5NS", "method": "the ωB97M-V functional and the def2-TZVPD basis", "relative_energy_kcal_mol": 96.8, "total_charge": 0, "total_energy_ha": -570.08033, "orbital_gap_ev": 8.22, "symbols": ["C", "C", "C", "H", "H", "H", "H", "H", "N", "S"], "coordinates": [[0.1810, -0.1216, 0.0323], [-0.5426, 0.4372, -1.0903], [-1.0365, -0.8244, 0.3674], [-0.2967, 1.6229, -1.2509], [-0.2113, -0.0419, -1.9503], [-2.2129, -0.6954, -1.7043], [-0.9033, -2.0830, 0.8321], [-1.2535, -0.2074, 1.3751], [-1.6707, -0.2875, -0.7596], [1.5601, 0.4044, 0.7600]], "forces_ev_per_a": [[3.52, 1.76, 1.52], [3.04, 4.06, -2.11], [0.29, -4.36, 5.92], [-1.62, -2.50, 0.53], [1.64, -0.29, -2.12], [1.86, 0.60, 4.32], [-0.81, 3.73, -1.98], [-0.46, -1.54, -1.78], [-6.57, -0.50, -3.78], [-0.89, -0.97, -0.51]]}

Entry 8:
{"formula": "C3H5NS2", "method": "the ωB97M-V functional and the def2-TZVPD basis", "relative_energy_kcal_mol": 3.9, "smiles": "S=C1NCCS1", "total_charge": 0, "total_energy_ha": -968.43882, "orbital_gap_ev": 8.87, "symbols": ["S", "C", "N", "C", "C", "S", "H", "H", "H", "H", "H"], "coordinates": [[0.5410, 2.9725, -0.6732], [0.1780, 1.4598, -0.1824], [0.5973, 0.3496, -0.7623], [0.4439, -0.8628, 0.0052], [-0.9516, -0.6621, 0.5785], [-1.0197, 1.1437, 1.0660], [1.3398, 0.3623, -1.4570], [1.2178, -0.8923, 0.8055], [0.5690, -1.6908, -0.6757], [-1.6980, -0.9767, -0.1758], [-1.2175, -1.2032, 1.4713]], "forces_ev_per_a": [[0.32, 0.53, 0.01], [-0.79, 1.59, -0.28], [1.16, -1.18, -0.63], [0.06, 0.56, 0.94], [-0.81, -0.25, 0.21], [0.44, -1.40, -0.80], [-0.30, 0.55, 0.28], [-0.43, -0.21, -0.37], [-0.24, -0.51, 0.10], [0.20, 0.77, 0.22], [0.38, -0.45, 0.33]]}

Entry 9:
{"formula": "C3H5NS2", "method": "the ωB97M-V functional and the def2-TZVPD basis", "relative_energy_kcal_mol": 75.5, "smiles": "C=CN(S)C=S", "total_charge": 0, "total_energy_ha": -968.32482, "orbital_gap_ev": 8.48, "symbols": ["C", "C", "N", "S", "C", "S", "H", "H", "H", "H", "H"], "coordinates": [[1.6695, -0.2541, -1.1631], [0.7840, 0.1914, -0.2476], [-0.6146, -0.1013, 0.0498], [-1.7499, -0.6802, -0.9418], [-1.0407, 0.5729, 1.2349], [-0.3420, 1.8461, 1.9929], [1.2348, -1.0298, -1.9489], [2.7072, 0.0642, -0.9389], [1.3594, 0.7577, 0.6381], [-1.8222, -1.7334, -0.0313], [-2.1855, 0.3664, 1.3558]], "forces_ev_per_a": [[-2.71, -1.40, -0.40], [2.20, 0.08, 1.89], [4.40, 3.83, 3.21], [-1.31, -2.62, -0.18], [-2.36, 0.79, -1.70], [-0.35, -1.03, 0.23], [1.69, 1.87, 1.29], [-0.76, -0.63, -0.93], [-2.19, -1.06, -2.08], [-0.80, 0.11, -1.58], [2.19, 0.08, 0.24]]}

Entry 10:
{"formula": "C3H5NS2", "method": "the ωB97M-V functional and the def2-TZVPD basis", "relative_energy_kcal_mol": 53.2, "total_charge": 0, "total_energy_ha": -968.36031, "orbital_gap_ev": [6.90, 6.89], "symbols": ["C", "C", "C", "N", "S", "S", "H", "H", "H", "H", "H"], "coordinates": [[-0.6314, -0.0471, -0.0088], [0.6873, -0.5359, 0.1349], [1.9774, 0.2182, -0.0699], [-1.7312, -0.8093, 0.2714], [-4.1890, 0.9766, -0.5038], [-3.2780, -0.5845, 0.2046], [-0.6959, 0.9510, -0.4846], [0.9507, -1.4583, 0.6327], [2.0439, 0.8196, 0.9564], [1.9776, 0.8614, -0.9701], [2.8887, -0.3917, -0.1628]], "forces_ev_per_a": [[3.31, -0.13, -0.90], [-1.80, 0.66, 0.22], [-0.45, 1.58, 1.20], [-0.95, 0.16, 0.35], [0.98, -0.44, 0.27], [0.76, -0.02, -0.19], [-0.40, -0.50, 0.34], [-0.98, -0.54, -0.02], [0.35, -0.77, -2.32], [-0.17, 0.16, 0.77], [-0.63, -0.16, 0.28]]}